# 1
9
Properties=species:S:1:pos:R:3:nbo_charge:R:1 method="wB97M-V/def2-TZVPD" smiles=Sn1cncn1 orbital_gap_ev=10.6 e_lumo_ev=0.527 e_above_lowest_kcal_mol=17.4 multiplicity=1
S -1.910 -0.010 -0.034 0.24
N -0.214 -0.021 -0.167 -0.35
C 0.594 1.056 -0.013 0.19
N 1.872 0.736 0.059 -0.46
C 1.792 -0.632 0.029 0.13
N 0.556 -1.126 -0.033 -0.28
H -2.010 -0.268 1.257 0.11
H 0.164 2.084 0.048 0.21
H 2.591 -1.328 0.128 0.20

# 2
169
Properties=species:S:1:pos:R:3:mulliken_charge:R:1 method="wB97M-V/def2-TZVPD" smiles="CC[C@@H](Br)[C@@]1(c2ccccc2)NC(=O)[C@@H](CCCCC(F)(F)C(F)(F)S(F)(F)(F)(F)F)[C@H]1CC[C@](F)(Br)C(F)(F)Br.COC[C@@H](C)N.COC[C@@H](C)N.COC[C@@H](C)N.COC[C@@H](C)N.COC[C@@H](C)N.COC[C@@H](C)N" orbital_gap_ev=9.0 e_lumo_ev=0.048 multiplicity=1
C 1.811 -5.633 1.899 -1.66
C 0.633 -4.937 1.192 0.61
C 0.002 -5.787 0.087 -1.09
Br -1.893 -6.202 0.457 -0.11
C 0.237 -5.247 -1.318 1.59
C 1.758 -5.493 -1.553 -0.49
C 2.714 -4.491 -1.321 1.27
C 4.073 -4.722 -1.540 -0.95
C 4.492 -5.976 -1.994 -0.69
C 3.549 -6.987 -2.211 -0.88
C 2.192 -6.751 -1.995 -0.93
N -0.479 -6.037 -2.343 -0.14
C -0.768 -5.246 -3.445 -0.36
O -1.487 -5.576 -4.340 -0.67
C -0.030 -3.924 -3.235 -0.46
C -0.564 -2.823 -4.140 -2.62
C 0.132 -1.470 -3.983 0.06
C 1.659 -1.497 -3.883 -0.63
C 2.115 -0.305 -3.054 0.00
C 3.594 -0.315 -2.722 0.51
F 4.260 0.171 -3.811 -0.36
F 4.103 -1.537 -2.493 -0.12
C 3.942 0.648 -1.563 0.67
F 3.222 1.754 -1.703 -0.14
F 5.234 0.989 -1.641 -0.31
S 3.704 -0.095 0.160 1.27
F 2.696 -1.171 -0.385 -0.23
F 2.504 0.901 0.456 -0.10
F 4.693 0.992 0.779 -0.42
F 4.923 -1.060 -0.054 -0.40
F 3.504 -0.692 1.600 -0.31
C -0.145 -3.789 -1.708 2.39
C -1.539 -3.304 -1.331 -1.59
C -1.748 -2.643 0.031 -1.51
C -1.041 -1.292 0.199 -0.14
F -0.275 -0.959 -0.870 0.00
Br 0.152 -1.298 1.760 -0.11
C -2.037 -0.121 0.401 0.81
F -2.968 -0.462 1.287 -0.24
F -1.421 0.977 0.867 -0.21
Br -2.851 0.392 -1.278 -0.14
H 1.994 -6.628 1.501 0.31
H 1.644 -5.734 2.967 0.39
H 2.726 -5.071 1.742 0.34
H -0.106 -4.639 1.923 0.87
H 1.031 -4.042 0.727 -0.86
H 0.468 -6.764 0.118 0.92
H 2.425 -3.509 -0.978 0.08
H 4.811 -3.951 -1.382 0.52
H 5.531 -6.191 -2.193 0.44
H 3.857 -7.956 -2.570 0.43
H 1.481 -7.538 -2.186 0.53
H -1.288 -6.569 -2.042 0.43
H 0.976 -4.138 -3.593 0.83
H -0.454 -3.168 -5.167 0.64
H -1.633 -2.703 -3.996 0.15
H -0.113 -0.890 -4.870 0.96
H -0.327 -0.928 -3.160 -0.47
H 2.061 -2.404 -3.440 0.20
H 2.077 -1.410 -4.883 0.63
H 1.985 0.609 -3.629 0.67
H 1.515 -0.184 -2.158 -0.79
H 0.628 -3.113 -1.350 -0.72
H -2.199 -4.167 -1.376 0.63
H -1.914 -2.608 -2.073 0.39
H -1.508 -3.274 0.876 0.52
H -2.814 -2.437 0.105 0.58
C 1.699 2.432 -8.143 -0.34
O 2.229 2.063 -6.884 -0.21
C 3.642 2.017 -6.809 -0.33
C 4.318 3.373 -6.558 0.37
C 4.377 4.270 -7.790 -1.53
N 3.686 4.112 -5.460 -0.70
H 2.314 2.053 -8.964 0.34
H 1.596 3.515 -8.234 0.25
H 0.704 1.993 -8.223 -0.19
H 3.863 1.370 -5.957 -0.08
H 4.056 1.525 -7.699 0.47
H 5.348 3.157 -6.262 0.44
H 3.411 4.724 -8.010 0.29
H 5.085 5.082 -7.628 0.38
H 4.700 3.711 -8.671 0.35
H 3.746 3.561 -4.607 0.19
H 2.690 4.165 -5.655 0.34
C -6.582 2.667 5.070 -0.54
O -6.895 1.391 4.543 -0.41
C -6.039 0.930 3.517 -0.89
C -4.737 0.284 4.011 1.25
C -3.695 1.293 4.478 -1.41
N -4.981 -0.688 5.083 -0.61
H -6.183 3.333 4.299 0.30
H -5.871 2.595 5.897 0.12
H -7.506 3.096 5.458 0.26
H -6.614 0.168 2.983 0.38
H -5.831 1.735 2.799 0.42
H -4.310 -0.254 3.165 -0.27
H -3.934 1.708 5.458 0.14
H -2.718 0.815 4.561 0.35
H -3.601 2.121 3.772 0.43
H -5.598 -1.416 4.734 0.29
H -5.533 -0.219 5.797 0.30
C -4.934 1.852 9.972 -0.77
O -4.685 1.106 8.796 -0.30
C -3.340 0.706 8.603 -0.41
C -2.936 -0.572 9.348 0.26
C -2.693 -0.367 10.841 -1.45
N -3.913 -1.649 9.166 -0.76
H -4.090 2.502 10.221 0.36
H -5.155 1.201 10.821 0.24
H -5.810 2.474 9.788 0.24
H -3.250 0.507 7.531 0.12
H -2.657 1.536 8.831 0.44
H -1.991 -0.904 8.907 0.42
H -3.626 -0.268 11.395 0.29
H -2.163 -1.224 11.255 0.37
H -2.090 0.524 11.025 0.34
H -3.993 -1.861 8.175 0.28
H -4.827 -1.282 9.418 0.32
C 2.774 4.069 6.193 -0.77
O 2.921 3.757 4.821 -0.22
C 4.238 3.454 4.403 -0.77
C 4.674 2.001 4.648 0.49
C 5.026 1.701 6.102 -1.61
N 3.667 1.040 4.193 -0.57
H 3.646 4.606 6.578 0.34
H 2.605 3.171 6.793 0.26
H 1.898 4.709 6.292 0.23
H 4.244 3.628 3.323 0.27
H 4.951 4.162 4.847 0.48
H 5.578 1.842 4.054 0.41
H 4.137 1.604 6.725 0.30
H 5.570 0.759 6.168 0.39
H 5.657 2.485 6.526 0.37
H 3.509 1.172 3.199 0.06
H 2.783 1.306 4.620 0.33
C -3.160 0.857 -5.303 -0.76
O -2.197 0.067 -5.974 -0.03
C -2.715 -0.870 -6.900 -0.67
C -3.023 -0.292 -8.288 0.13
C -4.305 0.533 -8.343 -1.50
N -1.914 0.514 -8.807 -0.72
H -4.079 0.294 -5.113 0.37
H -3.396 1.765 -5.863 0.26
H -2.728 1.157 -4.347 0.08
H -1.932 -1.625 -7.016 0.23
H -3.590 -1.381 -6.477 0.55
H -3.155 -1.145 -8.959 0.51
H -4.175 1.518 -7.895 0.28
H -4.606 0.688 -9.378 0.37
H -5.123 0.027 -7.826 0.35
H -1.082 -0.067 -8.876 0.30
H -1.679 1.205 -8.099 0.27
C 0.406 5.853 -1.138 -0.76
O 0.017 4.495 -1.234 -0.43
C 0.742 3.598 -0.416 -0.04
C 0.254 3.508 1.038 0.75
C 0.679 4.690 1.903 -1.82
N -1.201 3.348 1.127 -0.54
H 1.483 5.951 -0.974 0.30
H -0.133 6.369 -0.339 0.26
H 0.152 6.335 -2.082 0.29
H 0.607 2.615 -0.876 -0.25
H 1.816 3.824 -0.458 0.51
H 0.712 2.611 1.466 0.14
H 0.085 5.581 1.696 0.28
H 0.547 4.450 2.958 0.40
H 1.731 4.937 1.747 0.35
H -1.475 2.495 0.645 0.23
H -1.627 4.093 0.581 0.38

# 3
16
Properties=species:S:1:pos:R:3:nbo_charge:R:1 method="wB97M-V/def2-TZVPD" smiles="[H]/N=C/C.C=CC=O" orbital_gap_ev=10.3 e_lumo_ev=0.526 e_above_lowest_kcal_mol=77.9 multiplicity=1
H 1.231 -0.389 -2.392 0.33
N 1.559 -0.370 -1.425 -0.62
C 1.062 0.622 -0.807 0.14
C 1.457 0.926 0.607 -0.69
H 0.388 1.355 -1.277 0.16
H 1.816 0.026 1.111 0.23
H 2.279 1.645 0.542 0.24
H 0.662 1.394 1.202 0.21
C -0.732 -1.503 0.759 -0.33
C -0.976 -0.736 -0.298 -0.29
C -1.851 0.350 0.153 0.39
O -2.961 0.445 -0.316 -0.53
H -0.634 -1.046 1.744 0.19
H -0.754 -2.576 0.685 0.21
H -1.034 -1.067 -1.330 0.23
H -1.512 0.924 1.042 0.11

# 4
74
Properties=species:S:1:pos:R:3:mulliken_spin:R:1 method="wB97M-V/def2-TZVPD" orbital_gap_ev="3.3 / 3.2" total_charge=-1 e_lumo_ev="1.740 / 1.758" e_above_lowest_kcal_mol=166.7 multiplicity=2
Yb -1.433 -0.276 3.613 0.00
Cl 1.071 -0.803 3.603 0.00
P 0.044 -0.574 -0.276 0.00
C 2.087 -1.103 0.080 0.00
H 2.033 -0.973 1.196 0.00
H 2.046 -2.180 -0.186 0.00
C -0.765 1.016 0.464 0.04
C -0.537 -2.013 0.753 0.00
C -1.326 2.086 -0.507 -0.01
H -1.671 0.600 0.968 0.00
C -2.119 3.153 0.265 0.01
H -0.510 2.567 -1.069 0.00
H -1.995 1.620 -1.248 0.00
C -1.320 3.783 1.394 -0.02
H -2.493 3.918 -0.429 0.00
H -2.995 2.669 0.714 0.00
C -0.680 2.683 2.287 0.04
H -0.525 4.421 0.986 0.01
H -1.942 4.465 1.991 0.00
C 0.025 1.657 1.495 -0.03
H -0.040 3.129 3.060 0.02
H -1.550 2.205 2.794 0.00
H 0.864 3.090 0.529 -0.08
H 0.944 1.193 1.874 -0.02
C -0.464 -0.939 -2.009 0.00
C -0.104 -3.380 0.191 0.00
H 0.062 -1.828 1.676 0.00
C -0.076 -4.379 1.355 0.00
H -0.817 -3.712 -0.584 0.00
H 0.883 -3.384 -0.289 0.00
C -1.432 -4.459 2.058 0.00
H 0.220 -5.365 0.976 0.00
H 0.696 -4.064 2.075 0.00
C -1.982 -3.067 2.430 0.00
H -2.146 -4.968 1.396 0.00
H -1.337 -5.075 2.959 0.00
C -1.999 -2.141 1.202 0.00
H -2.993 -3.152 2.850 0.00
H -1.308 -2.659 3.224 0.00
H -2.601 -2.591 0.397 0.00
H -2.494 -1.167 1.414 0.00
C 0.023 0.142 -2.986 0.00
H 0.090 -1.871 -2.231 0.00
C -0.199 -0.313 -4.435 0.00
H -0.536 1.071 -2.806 0.00
H 1.086 0.370 -2.822 0.00
C -1.648 -0.726 -4.720 0.00
H 0.103 0.485 -5.119 0.00
H 0.457 -1.170 -4.636 0.00
C -2.211 -1.686 -3.662 0.00
H -2.282 0.170 -4.767 0.00
H -1.708 -1.201 -5.708 0.00
C -1.957 -1.231 -2.218 0.00
H -3.288 -1.827 -3.817 0.00
H -1.742 -2.670 -3.803 0.00
H -2.547 -0.327 -2.001 0.00
H -2.307 -2.008 -1.525 0.00
C 1.338 4.040 0.362 1.03
C 3.104 -0.545 -0.565 -0.01
H 0.990 4.505 -0.569 0.00
C 4.072 0.429 0.054 0.01
H 3.160 -0.722 -1.666 0.00
C 3.711 1.234 1.360 0.00
H 4.823 -0.290 0.446 0.00
H 4.576 1.023 -0.726 0.00
C 3.359 2.731 1.481 0.05
H 2.986 0.635 1.933 0.00
H 4.629 1.129 1.968 0.00
C 2.795 3.749 0.421 -0.10
H 2.722 2.774 2.365 -0.01
H 4.280 3.185 1.862 0.00
H 3.235 4.717 0.746 0.03
H 3.096 3.539 -0.616 0.05
Cl -3.531 0.654 2.726 0.00

# 5
117
Properties=species:S:1:pos:R:3:mulliken_charge:R:1 method="wB97M-V/def2-TZVPD" orbital_gap_ev=6.5 total_charge=+1 e_lumo_ev=-3.366 multiplicity=1
Ba -15.849 10.364 -2.551 1.82
O -15.985 7.070 -0.515 1.25
C -16.289 8.159 0.272 -0.13
O -15.910 8.045 1.467 0.31
O -16.748 9.197 -0.268 -1.44
H -15.730 6.534 0.279 -0.77
C -15.929 6.179 -5.013 -0.98
C -17.025 7.020 -4.374 -0.34
O -16.464 7.697 -3.232 -0.18
H -16.295 5.757 -5.951 0.41
H -15.577 5.400 -4.337 0.10
H -15.036 6.762 -5.246 0.31
H -17.895 6.440 -4.071 0.36
H -17.336 7.740 -5.134 0.36
H -16.598 7.184 -2.419 -0.02
C -14.871 13.021 1.174 -0.95
C -14.328 11.702 0.633 0.61
O -14.224 11.850 -0.818 -0.52
H -14.192 13.836 0.921 0.50
H -14.949 12.974 2.264 0.32
H -15.886 13.185 0.820 -0.08
H -15.075 10.927 0.807 -0.24
H -13.356 11.406 1.024 0.22
H -13.433 12.370 -0.989 0.22
C -18.176 12.985 2.887 -1.27
C -17.791 11.518 2.649 -0.02
O -17.743 11.331 1.233 -0.46
H -18.182 13.238 3.946 0.40
H -19.192 13.083 2.497 0.27
H -17.532 13.684 2.360 0.25
H -18.456 10.753 3.048 0.48
H -16.805 11.412 3.111 0.03
H -17.452 10.427 1.022 0.03
C -10.766 8.052 1.336 -1.46
C -12.117 8.346 1.929 0.13
O -13.074 8.398 0.855 0.07
H -10.807 7.183 0.678 0.21
H -9.979 7.864 2.067 0.42
H -10.375 8.903 0.769 0.34
H -12.158 9.312 2.441 0.33
H -12.446 7.543 2.591 0.16
H -13.974 8.364 1.225 -0.40
C -15.105 7.949 6.069 -1.30
C -15.531 8.644 4.771 0.40
O -16.646 7.947 4.220 -0.61
H -14.878 6.913 5.822 0.25
H -15.934 7.977 6.777 0.32
H -14.270 8.446 6.563 0.38
H -14.665 8.639 4.102 -0.12
H -15.890 9.657 4.970 0.24
H -16.486 7.897 3.263 0.25
C -18.895 14.283 -0.851 -0.99
C -18.775 13.147 -1.849 -0.32
O -17.774 12.213 -1.451 -0.16
H -19.527 14.016 -0.006 0.24
H -19.273 15.189 -1.328 0.41
H -17.900 14.578 -0.518 0.21
H -18.382 13.530 -2.801 0.28
H -19.734 12.731 -2.175 0.34
H -17.990 11.854 -0.562 0.33
C -19.932 5.257 0.992 -1.42
C -18.819 5.738 1.904 0.78
O -18.955 5.091 3.158 -0.58
H -20.132 4.188 1.047 0.37
H -19.872 5.655 -0.024 0.30
H -20.874 5.711 1.320 0.38
H -18.996 6.818 1.998 0.20
H -17.812 5.707 1.474 -0.30
H -18.860 5.757 3.847 0.32
C -13.086 6.548 -2.244 -0.46
C -12.748 7.973 -2.678 -0.45
O -13.431 8.933 -1.841 -0.14
H -12.873 5.856 -3.065 0.53
H -14.164 6.550 -2.102 -0.07
H -12.552 6.139 -1.389 0.15
H -13.210 8.148 -3.658 0.21
H -11.705 8.247 -2.844 0.30
H -13.236 8.674 -0.910 0.20
C -16.835 3.930 -2.137 -0.10
C -17.573 3.330 -3.343 -0.62
O -18.931 3.043 -2.951 -0.54
H -17.166 4.944 -1.897 -0.18
H -15.764 3.880 -2.357 0.22
H -17.004 3.406 -1.195 0.40
H -17.163 2.364 -3.632 0.49
H -17.540 4.074 -4.139 0.04
H -19.001 2.088 -2.903 0.33
C -14.824 4.347 0.403 -1.57
C -14.417 3.594 1.691 2.02
C -15.523 2.580 1.959 -1.03
C -15.118 1.422 2.867 -1.03
C -13.804 0.770 2.383 -1.09
C -12.666 1.758 2.121 1.20
N -13.137 2.943 1.431 0.80
O -12.148 3.911 1.166 -0.50
C -11.965 1.988 3.477 -1.72
C -11.659 1.035 1.210 -1.98
C -14.376 4.616 2.839 -1.71
H -14.192 5.231 0.293 -0.12
H -15.892 4.561 0.377 0.15
H -14.605 3.695 -0.447 0.64
H -16.395 3.068 2.405 0.22
H -15.944 2.209 1.016 0.34
H -15.925 0.711 3.034 0.48
H -14.944 1.841 3.867 0.30
H -14.068 0.211 1.484 0.36
H -13.559 0.132 3.232 0.48
H -11.228 2.791 3.522 0.26
H -12.724 2.174 4.240 0.38
H -11.402 1.092 3.742 0.49
H -12.079 0.869 0.212 0.42
H -10.786 1.658 1.001 0.38
H -11.358 0.067 1.605 0.43
H -15.306 5.181 2.920 0.38
H -13.628 5.382 2.623 0.09
H -14.130 4.137 3.786 0.43
H -12.014 3.848 0.213 0.35

# 6
18
Properties=species:S:1:pos:R:3:nbo_charge:R:1 method="wB97M-V/def2-TZVPD" orbital_gap_ev="7.4 / 6.6" total_charge=+1 e_lumo_ev="-3.376 / -8.186" e_above_lowest_kcal_mol=0.0 multiplicity=3
C -1.026 -0.056 1.589 -0.40
C -0.501 1.324 1.137 -0.46
C -1.004 1.039 -0.220 0.30
C 1.767 -1.461 -0.851 -0.85
C -1.538 -0.290 0.150 -0.45
N -1.016 1.718 -1.310 -0.70
I -3.710 -0.337 -0.124 0.62
H -0.256 -0.757 1.898 0.24
H -1.798 -0.015 2.352 0.22
H -0.972 2.182 1.617 0.24
H 0.575 1.479 1.198 0.26
H 0.986 -1.697 -1.564 0.20
H 1.481 -1.799 0.137 0.21
H 2.669 -1.978 -1.146 0.24
H -1.141 -1.151 -0.385 0.28
H 1.955 -0.395 -0.845 0.21
H -0.630 2.658 -1.365 0.43
H -1.440 1.345 -2.157 0.42

Please write out number 3 again, unchanged.
16
Properties=species:S:1:pos:R:3:nbo_charge:R:1 method="wB97M-V/def2-TZVPD" smiles="[H]/N=C/C.C=CC=O" orbital_gap_ev=10.3 e_lumo_ev=0.526 e_above_lowest_kcal_mol=77.9 multiplicity=1
H 1.231 -0.389 -2.392 0.33
N 1.559 -0.370 -1.425 -0.62
C 1.062 0.622 -0.807 0.14
C 1.457 0.926 0.607 -0.69
H 0.388 1.355 -1.277 0.16
H 1.816 0.026 1.111 0.23
H 2.279 1.645 0.542 0.24
H 0.662 1.394 1.202 0.21
C -0.732 -1.503 0.759 -0.33
C -0.976 -0.736 -0.298 -0.29
C -1.851 0.350 0.153 0.39
O -2.961 0.445 -0.316 -0.53
H -0.634 -1.046 1.744 0.19
H -0.754 -2.576 0.685 0.21
H -1.034 -1.067 -1.330 0.23
H -1.512 0.924 1.042 0.11

- The highest multiplicity belongs to which entry?
  C5H11IN

- Among the records above, which one has the highest multiplicity?
  C5H11IN

- Look up the multiplicity of the fifth one.
  1